The following is a DFT calculation (the ωB97M-V functional and the def2-TZVPD basis) of a structure of composition C52H114Hg2N10O18 at a distorted geometry.

Each line ends with the Mulliken charge.
Positions of all 196 atoms, in Å:
Hg1 1.90514 -1.32810 2.91312  3.440
Hg2 -2.79165 1.47314 -4.22733  2.024
C1 4.45783 -3.67764 5.73234  -0.919
C2 3.99757 -2.80279 4.73948  0.722
C3 4.49261 -2.97776 3.21648  -0.505
O1 3.95034 -2.24250 2.33215  -0.150
C4 5.44106 -3.94764 2.90649  -0.774
C5 5.90147 -4.78823 3.93367  0.198
C6 5.39643 -4.66454 5.36924  0.278
O2 5.71299 -5.48480 6.25284  -0.703
O3 6.74797 -5.64435 3.57978  -0.718
O4 2.95726 -2.08960 4.87113  -0.626
H1 4.15430 -3.53637 6.75736  0.434
H2 5.79822 -4.00230 1.88978  0.385
C7 -0.92755 0.79310 0.13503  -0.397
C8 -1.23028 0.45647 -1.18381  -0.514
C9 -0.37871 -0.51369 -1.98582  1.087
O5 -0.55832 -0.70216 -3.24673  -1.293
C10 0.63056 -1.24098 -1.38060  -1.011
C11 0.90827 -1.00309 0.00997  0.203
C12 0.09817 0.12735 0.79544  -0.547
O6 0.46090 0.27132 1.97632  0.381
O7 1.77124 -1.62720 0.63219  -1.084
O8 -2.08893 1.13795 -1.81287  0.038
H3 -1.30447 1.73017 0.52546  0.744
H4 1.44333 -1.67986 -1.94179  0.702
C13 -2.25358 -1.89291 -6.14134  -1.705
C14 -3.28132 -1.84011 -5.02377  0.493
C15 -3.40423 -3.18618 -4.28106  -0.941
O9 -4.24799 -3.03302 -3.16299  -0.228
C16 -4.82477 -4.27483 -2.71448  -0.966
N1 -2.94793 -0.82988 -3.99788  0.200
H5 -2.03246 -0.89813 -6.53353  0.310
H6 -2.67107 -2.48634 -6.95619  0.516
H7 -1.30604 -2.33618 -5.83213  0.244
H8 -4.27779 -1.66371 -5.43851  0.479
H9 -2.42412 -3.54795 -3.94761  0.254
H10 -3.68132 -3.98469 -4.98017  0.626
H11 -5.71160 -4.47285 -3.31942  0.317
H12 -5.10667 -4.13469 -1.67436  0.221
H13 -4.08290 -5.06024 -2.85631  0.414
H14 -3.77478 -1.01213 -3.42321  -0.113
H15 -2.13612 -1.15761 -3.45630  -0.473
C17 -1.99513 -2.43242 3.75370  -1.415
C18 -0.64938 -2.46188 4.48944  0.574
C19 0.21431 -3.64012 4.01605  -1.194
O10 0.83295 -3.33749 2.76933  -0.021
C20 1.38278 -4.43190 2.04208  -0.796
N2 0.07892 -1.17858 4.50571  -0.070
H16 -2.62900 -1.94405 4.49893  0.371
H17 -2.37151 -3.43146 3.54614  0.475
H18 -2.00090 -1.85923 2.82637  0.080
H19 -0.79691 -2.74120 5.53876  0.369
H20 -0.39282 -4.55359 4.02813  0.610
H21 0.94551 -3.94567 4.77419  0.338
H22 0.57543 -4.88915 1.46459  -0.208
H23 1.95586 -5.13036 2.65239  0.417
H24 2.07434 -4.02105 1.30751  0.115
H25 -0.56836 -0.39094 4.50108  -0.334
H26 0.41649 -1.07022 5.46034  0.299
C21 5.74019 0.62814 3.80924  -1.482
C22 4.30928 1.14286 3.74604  0.455
C23 4.34055 2.71861 3.69173  -0.268
O11 4.94536 3.35450 4.78031  -0.478
C24 5.20612 4.72084 4.56936  -0.691
N3 3.38530 0.65107 2.71575  1.575
H27 5.70460 -0.46329 3.86960  0.276
H28 6.00048 0.94570 4.81943  0.517
H29 6.42329 0.87560 2.99904  0.177
H30 3.84967 0.85969 4.69700  0.216
H31 3.36373 3.20691 3.58060  -0.078
H32 4.91695 2.85138 2.76067  0.320
H33 5.44496 4.94923 3.52941  0.318
H34 5.87420 5.13614 5.32116  0.322
H35 4.25712 5.22172 4.82948  0.180
H36 3.79790 0.72499 1.78073  -0.694
H37 2.66759 1.38039 2.58905  -0.589
C25 6.21186 -1.48715 -0.60197  -1.402
C26 5.75303 -0.03714 -0.39237  0.434
C27 5.87441 0.81740 -1.66511  -0.676
O12 5.75971 0.06203 -2.84308  -0.231
C28 6.34072 0.63416 -3.96874  -1.181
N4 4.32264 -0.14667 -0.06603  0.371
H38 6.42793 -1.89302 0.38550  0.236
H39 7.09129 -1.56100 -1.24921  0.467
H40 5.43295 -2.05297 -1.10554  0.269
H41 6.31521 0.37416 0.44556  0.170
H42 6.88864 1.23263 -1.59495  0.676
H43 5.19548 1.66924 -1.56771  0.050
H44 6.11327 1.71079 -4.04817  0.464
H45 6.05537 0.31075 -4.96972  0.347
H46 7.43642 0.66345 -3.93338  0.397
H47 3.63383 -0.26657 -0.80139  -0.271
H48 4.06011 -0.94678 0.50848  -0.188
C29 -2.64901 1.45082 3.47726  -1.438
C30 -1.49738 1.79370 4.41345  2.486
C31 -1.33235 3.35006 4.40448  -1.021
O13 -0.40337 3.76306 5.40466  -0.534
C32 0.93800 3.72585 4.97121  -0.302
N5 -1.79897 1.25830 5.72971  -0.598
H49 -2.60799 0.36519 3.38268  -0.010
H50 -2.64728 1.93994 2.50741  0.248
H51 -3.55346 1.70037 4.03846  0.637
H52 -0.56919 1.35049 4.05285  -1.123
H53 -2.30262 3.79656 4.62503  0.410
H54 -0.96625 3.73114 3.44620  0.242
H55 1.58593 4.20245 5.70668  0.363
H56 1.07364 4.17326 3.98282  -0.008
H57 1.30351 2.69095 4.96130  0.203
H58 -2.67060 1.52488 6.16274  0.250
H59 -1.02713 1.46912 6.34978  0.282
C33 2.66468 3.18505 -0.78349  -1.035
C34 2.40939 3.88279 0.51763  1.086
C35 1.50250 5.08913 0.22029  -0.698
O14 0.93075 5.78155 1.30242  -0.335
C36 1.78995 6.42759 2.23726  -0.533
N6 1.82681 2.94488 1.49237  1.052
H60 1.79232 2.95680 -1.39888  -0.386
H61 3.25272 2.30788 -0.50022  -0.245
H62 3.29751 3.82485 -1.40829  0.902
H63 3.33276 4.34521 0.88078  0.134
H64 0.76433 4.87544 -0.55553  -0.253
H65 2.16693 5.84485 -0.23289  0.553
H66 2.52286 5.75562 2.69278  0.097
H67 1.11820 6.86945 2.96379  0.240
H68 2.42307 7.16193 1.72758  0.332
H69 1.24791 2.27376 0.99624  -0.865
H70 1.15146 3.54533 1.96929  -0.444
C37 -0.37784 -7.49604 -0.20689  -0.988
C38 -1.81472 -6.95817 -0.41107  0.102
C39 -1.75336 -5.45800 -0.75970  0.265
O15 -1.17092 -5.41560 -2.02768  -0.322
C40 -0.78948 -4.17579 -2.56364  -0.422
N7 -2.54090 -7.71113 -1.44882  -0.789
H71 0.09397 -7.84383 -1.12255  0.323
H72 -0.19909 -8.14809 0.65218  0.379
H73 0.20887 -6.66408 0.20469  0.119
H74 -2.32989 -7.15643 0.53244  0.445
H75 -1.23250 -4.92188 0.04100  -0.338
H76 -2.77146 -5.05251 -0.67264  0.101
H77 -0.09180 -3.63703 -1.92038  0.176
H78 -1.63167 -3.51827 -2.79804  -0.049
H79 -0.27982 -4.32627 -3.51568  0.401
H80 -2.26011 -8.66976 -1.24987  0.308
H81 -2.01608 -7.51692 -2.30177  0.300
C41 -6.37013 3.81978 -3.24708  -1.241
C42 -4.94988 3.40185 -3.67802  -0.018
C43 -3.86391 4.09143 -2.82734  -0.837
O16 -2.57281 3.67155 -3.26366  -0.098
C44 -1.54415 4.30967 -2.49021  -1.014
N8 -4.91396 1.92469 -3.56401  -0.305
H82 -6.51981 4.88620 -3.07720  0.380
H83 -6.52674 3.24688 -2.33088  0.305
H84 -7.16795 3.53816 -3.93569  0.349
H85 -4.61375 3.78618 -4.64749  0.337
H86 -4.03855 3.80988 -1.78308  0.393
H87 -3.99749 5.16839 -2.94554  0.465
H88 -1.58097 5.35450 -2.80644  0.429
H89 -0.55932 3.85786 -2.54719  -0.012
H90 -1.79520 4.32123 -1.42628  0.542
H91 -5.66100 1.61195 -4.18467  0.324
H92 -5.32151 1.64358 -2.66633  -0.183
C45 -5.78692 1.08354 0.58042  -1.353
C46 -6.18538 -0.12685 -0.27078  0.467
C47 -7.65790 -0.04373 -0.71014  -0.638
O17 -8.55284 0.02235 0.36309  -0.380
C48 -8.83900 -1.20790 0.96826  -0.712
N9 -5.30746 -0.22622 -1.43099  0.009
H93 -6.00385 2.04541 0.11376  0.158
H94 -4.74497 0.99712 0.89312  0.336
H95 -6.30021 1.07082 1.54426  0.464
H96 -6.06114 -1.03003 0.33831  0.461
H97 -7.82228 -0.90218 -1.37610  0.458
H98 -7.80981 0.84735 -1.32288  0.107
H99 -9.59870 -1.73234 0.36703  0.299
H100 -9.29834 -1.18904 1.95423  0.299
H101 -8.01819 -1.93178 0.97115  0.298
H102 -5.48231 -1.14825 -1.82408  -0.143
H103 -4.33749 -0.22480 -1.12450  -0.149
C49 -0.00496 3.35679 -6.04508  -1.337
C50 0.15004 1.87901 -5.72009  0.331
C51 1.56805 1.36790 -5.48444  -0.853
O18 2.26775 2.25637 -4.62166  -0.406
C52 3.45800 1.65475 -4.08632  -0.831
N10 -0.53119 1.63703 -4.42675  0.466
H104 -0.04335 4.00829 -5.17421  0.196
H105 -0.96983 3.53725 -6.53690  0.380
H106 0.65105 3.67251 -6.85728  0.424
H107 -0.40867 1.38371 -6.51580  0.318
H108 2.14420 1.34055 -6.41722  0.539
H109 1.52504 0.33519 -5.12582  0.369
H110 3.19965 0.74105 -3.54571  0.369
H111 3.76550 2.40575 -3.36184  0.270
H112 4.18060 1.44074 -4.87399  0.372
H113 -0.33701 0.68110 -4.07649  -0.134
H114 0.08237 2.11340 -3.75842  -0.628

Cartesian forces, eV/Å:
Hg 1.826 1.083 1.282
Hg 1.196 -1.275 1.090
C 0.049 2.210 -1.988
C -0.691 -1.970 -0.862
C 0.517 -0.620 0.560
O -0.155 0.174 0.000
C -1.813 2.132 0.895
C 2.349 -1.762 -1.852
C 0.025 -1.364 2.386
O 0.527 0.120 -1.307
O -0.826 0.391 1.617
O -0.184 1.046 0.303
H -0.131 -0.278 0.059
H 0.117 -0.350 0.009
C 0.512 0.022 -0.300
C -0.072 1.487 -0.428
C 1.423 -2.103 -0.402
O 0.018 0.555 0.668
C 0.182 1.763 1.433
C -0.296 -0.133 -0.130
C 0.738 -1.701 0.462
O -0.723 0.897 -0.597
O -0.571 0.381 -1.070
O -0.442 -0.351 -0.441
H -0.407 -0.232 0.182
H -0.377 -0.538 -0.256
C -0.248 -0.214 -0.139
C 0.589 -0.855 0.120
C 0.739 -0.320 -0.883
O -0.371 -0.139 -0.017
C 0.294 0.695 -0.608
N -2.406 -0.830 -0.519
H -0.114 0.059 0.043
H 0.201 -0.027 -0.094
H -0.051 -0.003 0.149
H 0.055 0.495 0.011
H -0.476 0.501 -0.524
H -0.790 0.153 -0.005
H -0.030 -0.224 0.049
H 0.094 -0.189 0.037
H -0.154 -0.255 0.365
H 0.313 0.832 0.677
H 0.255 0.578 -0.337
C 0.219 0.702 0.957
C 0.448 -1.282 -0.057
C 0.514 -0.315 0.490
O -0.936 -1.195 0.372
C 0.112 0.279 -0.600
N -0.453 0.154 0.687
H -0.598 0.043 -0.528
H 0.049 -0.043 0.116
H 0.240 0.058 0.010
H -0.599 -0.022 -0.071
H -0.439 0.168 -0.842
H 0.577 0.728 -0.148
H -0.001 -0.423 0.303
H -0.269 -0.030 0.239
H 0.069 0.197 0.160
H -0.234 -0.413 -0.580
H 0.754 -0.270 -0.230
C -1.210 -1.168 0.582
C -0.711 1.377 0.884
C -0.041 -0.542 -0.800
O 1.482 -0.722 0.507
C -1.867 0.144 0.603
N -0.008 1.275 -0.550
H 0.024 -0.026 -0.133
H 0.997 0.220 -0.346
H -0.033 0.525 0.108
H 0.064 -0.064 0.098
H -0.240 -0.538 -0.349
H -0.010 0.679 -0.040
H 0.430 0.036 0.084
H 0.607 -0.464 -0.303
H -0.028 0.393 -0.496
H 0.347 -0.618 0.058
H 0.128 -0.319 0.427
C 1.006 0.342 -0.262
C -1.876 -1.935 -1.550
C 1.751 0.284 1.305
O -1.007 -0.731 -0.426
C 1.104 2.311 -0.294
N -1.241 0.724 1.197
H -0.076 -0.364 -0.150
H 0.193 0.003 0.271
H -0.074 -0.046 0.152
H -0.214 0.459 -0.095
H 0.088 0.146 -0.369
H -0.301 -0.061 -0.478
H -0.139 0.013 0.347
H -0.393 -1.123 0.499
H 0.095 -0.563 0.192
H 0.795 0.381 -0.814
H 0.782 -0.035 0.521
C 0.203 -0.704 0.850
C -0.627 1.799 -0.504
C 0.781 -0.866 0.620
O -0.350 0.533 -0.029
C 0.262 -0.817 0.374
N 0.944 -0.626 -0.073
H -0.374 0.002 -0.438
H 0.162 0.027 0.000
H -0.233 0.041 -0.342
H 0.059 0.070 -0.032
H 0.020 0.145 0.149
H -0.224 -0.174 -0.281
H -0.284 0.395 -0.006
H -0.025 0.086 0.068
H -0.009 -0.069 -0.418
H -0.053 0.346 -0.265
H -0.215 0.090 0.231
C 1.435 0.141 -0.225
C -1.297 0.523 -0.045
C 1.581 1.440 -0.275
O -1.030 -0.766 0.633
C 0.409 -0.454 -0.995
N -0.454 1.317 -0.305
H -0.242 -0.272 0.408
H -0.200 -0.324 -0.560
H 0.062 -0.101 -0.047
H 0.184 -0.586 0.295
H -0.511 -0.167 0.518
H 0.135 -0.223 -0.476
H -0.327 -0.301 0.300
H 0.243 0.140 0.159
H -0.287 0.384 -0.032
H 0.085 -0.065 -0.027
H -0.031 -0.500 0.482
C 0.567 1.294 0.987
C 0.718 -0.483 0.383
C -0.906 -0.881 1.025
O 0.005 0.094 -0.531
C 0.430 0.542 0.297
N 0.639 0.021 0.013
H 0.008 -0.104 0.069
H -0.715 -0.838 -0.491
H 0.230 0.187 -0.657
H -0.231 0.589 -0.016
H 0.644 0.031 -0.316
H -0.127 0.112 -0.766
H -0.061 -0.034 0.193
H 0.398 -0.127 1.045
H 0.028 -0.392 0.014
H -0.522 -0.176 -0.144
H -0.278 0.070 -0.136
C 0.421 0.179 -0.030
C -0.063 1.265 0.458
C -0.669 -0.874 0.430
O -0.316 0.368 0.506
C -0.835 0.815 0.480
N -0.344 0.937 -1.217
H 0.278 -0.011 0.201
H -0.362 0.415 0.251
H 0.295 -0.258 -0.250
H -0.772 -0.770 -0.585
H 0.361 0.132 0.183
H 0.147 0.092 0.038
H 0.676 0.063 -0.024
H -0.168 -0.194 -0.659
H -0.191 -0.309 0.006
H 0.396 -0.306 -0.321
H 0.938 -0.442 0.390
C -0.054 -0.618 0.706
C -0.071 0.712 0.913
C 0.837 -0.289 -0.345
O 0.099 0.410 0.567
C -0.836 -1.772 -0.965
N -0.397 -0.150 -0.421
H 0.171 -0.040 -0.200
H 0.239 0.237 -0.435
H -0.380 -0.006 -0.201
H -0.157 0.085 0.218
H -0.431 -0.129 0.094
H 0.003 0.146 0.105
H -0.053 0.100 -0.130
H 0.418 0.878 0.147
H 0.378 0.408 0.266
H 0.293 0.047 -0.325
H 0.013 0.092 -0.027
C -0.654 0.301 -0.989
C -0.284 0.462 0.765
C 0.771 0.565 -1.414
O -0.708 -0.745 0.104
C -1.186 0.500 0.221
N 0.176 0.121 -0.259
H 0.724 0.036 -0.033
H -0.263 -0.346 0.290
H 0.595 0.181 0.547
H 0.524 -0.712 0.105
H -0.178 -0.123 -0.255
H 0.025 0.038 0.380
H 0.127 -0.105 -0.057
H 0.655 -0.214 -0.122
H -0.084 0.190 0.110
H -0.540 -0.570 -0.355
H -0.748 0.674 0.156

The calculation puts the relative energy (zero: lowest compared OMol25 entry of this formula, charge and spin) at 0.5936 eV. The frontier orbital gap is 3.469 eV. Its lowest unoccupied orbital energy is -1.82 eV. As for the total charge: 0.